Molecular formula: C68H168F12N11O29P3S12
Method: DFT, ωB97M-V/def2-TZVPD

Geometry as XYZ:
```
303
Properties=species:S:1:pos:R:3:forces:R:3
C -0.69231 -0.29325 -0.68033 -0.5 -0.2 -1.1
C -0.46558 0.87512 -1.65347 0.7 1.2 1.3
C -0.94095 2.21396 -0.98744 -1.0 0.2 -0.1
O -2.26458 2.05907 -0.45249 0.6 -0.7 -0.3
C -2.96836 3.22950 -0.14458 -0.4 0.9 1.0
N 1.07137 1.04402 -1.94955 -1.7 0.2 1.0
H 1.33188 0.32795 -2.61248 0.3 -0.8 -0.5
H 1.36560 1.94830 -2.28985 -0.7 0.7 -0.8
H 1.58990 0.97135 -1.08587 0.0 -0.7 0.6
H -0.35489 -0.13793 0.34443 -0.1 0.4 0.0
H -0.34106 -1.27642 -0.99355 0.6 0.2 -0.4
H -1.76996 -0.43916 -0.75432 -0.2 0.2 0.8
H -0.98592 0.78692 -2.60718 0.3 -0.4 0.0
H -1.00408 3.04716 -1.68737 0.4 -0.1 -0.5
H -0.27589 2.51084 -0.17648 0.4 -0.1 0.2
H -3.47667 3.11006 0.81221 -0.2 -0.5 0.1
H -3.75377 3.56979 -0.81944 0.1 -0.6 -0.6
H -2.37519 4.12099 0.05912 0.8 0.0 -0.3
C -2.90324 -2.31270 -2.99730 0.0 0.2 -0.2
C -3.69047 -1.02601 -2.91239 -0.4 -0.6 -0.4
C -3.31203 -0.00983 -3.99840 0.0 0.6 1.5
O -3.36269 1.23877 -3.28907 0.1 -1.1 0.2
C -3.14297 2.37529 -4.05971 -0.1 0.1 -1.2
N -5.13847 -1.40762 -3.15370 0.1 -0.3 0.2
H -5.44293 -2.18102 -2.57989 0.1 -0.5 0.9
H -5.80423 -0.67521 -2.95263 -0.5 1.1 0.3
H -5.34701 -1.75432 -4.07912 0.4 0.2 -0.7
H -2.92830 -2.57183 -4.05575 0.5 -0.5 0.0
H -3.33054 -3.10897 -2.38781 -0.1 0.0 0.0
H -1.87570 -2.15710 -2.66859 0.1 0.0 -0.2
H -3.65499 -0.57598 -1.92027 -0.2 0.1 -0.2
H -4.01401 -0.10554 -4.82675 -0.2 0.5 -0.2
H -2.32801 -0.21116 -4.42179 0.3 0.1 0.1
H -4.00026 2.50293 -4.72066 -0.1 0.4 -0.2
H -2.25298 2.25273 -4.67697 0.2 0.1 -0.1
H -3.01449 3.26681 -3.44588 -0.1 -0.2 0.3
C 4.23979 1.12417 -3.30344 0.5 -1.1 -2.5
C 5.03397 1.78794 -2.26262 -0.3 0.6 0.0
C 6.30570 2.54381 -2.79605 -2.8 -0.2 0.6
O 6.89309 3.16606 -1.69239 -1.2 -1.0 0.1
C 8.01556 3.92454 -1.91648 2.4 0.8 0.3
N 3.96665 2.77713 -1.70726 2.9 -1.0 1.3
H 4.52543 3.52405 -1.31998 -0.4 0.9 0.4
H 3.19010 3.06798 -2.28387 0.0 0.6 -1.2
H 3.55733 2.24317 -0.95397 -0.3 0.1 1.0
H 4.86757 0.52605 -3.96393 0.2 -0.3 0.1
H 3.87163 1.88130 -3.99576 -0.4 0.0 0.0
H 3.44472 0.44315 -2.99982 0.0 0.3 0.3
H 5.28795 1.09461 -1.46081 0.0 0.3 0.3
H 5.81316 3.26861 -3.44426 0.6 0.5 -0.6
H 6.88420 1.83783 -3.39190 0.5 0.1 0.2
H 8.88350 3.34698 -2.23462 -0.1 -0.5 -0.3
H 8.35273 4.29819 -0.94962 -0.4 0.3 0.0
H 7.96267 4.75015 -2.62618 -0.7 0.1 0.0
C -4.72885 6.34790 1.80294 -0.4 0.2 -0.1
C -6.14915 6.63067 1.20803 0.1 -0.7 0.0
C -6.10106 6.91928 -0.32400 -0.2 -0.6 1.1
O -5.33662 5.86238 -0.80623 -0.3 -1.1 0.3
C -5.33204 5.60165 -2.18793 1.1 0.6 -0.3
N -7.14404 5.39116 1.37090 1.8 1.7 -1.8
H -8.07070 5.70066 1.11473 -0.3 -0.1 -0.1
H -6.84563 4.65249 0.75008 0.1 -0.6 -0.6
H -7.13695 5.04687 2.32038 0.0 -0.1 1.2
H -4.80132 5.72551 2.69484 0.1 0.0 0.0
H -4.19969 7.26086 2.07607 -0.7 0.5 0.4
H -3.98223 5.96395 1.10779 -0.7 -0.8 -0.2
H -6.68564 7.35778 1.81762 0.3 0.4 -0.3
H -5.64463 7.86916 -0.60237 0.0 0.3 0.3
H -7.12922 6.89031 -0.68478 -0.2 0.1 -0.4
H -4.63478 4.78034 -2.35340 -0.4 -0.3 0.1
H -4.81378 6.45791 -2.61958 -0.3 0.3 -0.7
H -6.29106 5.40612 -2.66765 -0.1 0.0 0.3
C -3.92919 10.35089 -4.42480 -0.8 0.3 0.8
C -3.97024 9.99366 -2.86053 1.5 -1.1 -1.6
C -2.95073 8.86440 -2.47217 0.5 1.2 -0.8
O -3.21182 8.37305 -1.22822 -1.9 2.1 1.1
C -2.23308 7.58860 -0.67167 0.4 -1.8 0.4
N -3.73281 11.26361 -1.98018 -1.2 0.2 -1.0
H -4.52607 11.87538 -2.10889 -1.1 0.0 0.0
H -3.68121 11.16067 -0.97676 0.3 -0.8 0.5
H -3.04902 11.94503 -2.27716 1.4 -0.5 -0.4
H -4.89606 10.78091 -4.68622 -0.1 0.0 0.0
H -3.81668 9.48610 -5.07870 0.0 -0.4 0.6
H -3.22210 11.06842 -4.84105 0.5 0.1 0.8
H -4.97175 9.61970 -2.64786 0.0 0.4 0.3
H -1.96148 9.32178 -2.48936 0.5 0.2 -0.1
H -2.88760 8.01748 -3.15542 -0.5 0.3 -0.8
H -2.57741 7.35786 0.33644 0.3 0.0 -0.1
H -1.22003 7.99062 -0.65715 0.0 0.5 -0.1
H -2.21399 6.67271 -1.26232 0.4 -0.4 0.2
C 9.80692 0.67631 -2.56019 0.4 -0.5 0.4
C 8.94072 0.09519 -1.37341 0.5 0.4 -1.6
C 7.90382 -0.92525 -1.82034 -0.7 -1.1 1.2
C 6.92746 -1.38690 -0.62681 0.8 0.2 -0.8
P 7.65251 -2.40306 0.77265 -2.0 0.2 -0.8
C 8.21738 -1.31591 2.09727 -0.9 -0.3 0.1
C 7.02705 -0.42551 2.69265 2.0 -0.7 0.2
C 7.47102 0.36020 3.91472 -0.4 2.0 0.5
C 6.62760 1.67041 4.12124 0.1 -0.6 -0.1
C 6.25171 -3.48267 1.46338 0.3 -0.2 -0.9
C 5.50927 -4.46466 0.45419 0.5 0.2 0.7
C 4.30342 -5.19582 1.07043 -0.5 0.3 0.1
C 3.13141 -4.26701 1.49303 1.0 0.3 -1.2
C 8.96358 -3.46137 0.04400 -0.7 0.1 2.9
C 9.57026 -4.28244 1.28485 1.6 -0.2 -1.4
C 10.79306 -5.20509 0.94540 0.9 0.6 -1.0
C 12.15793 -4.62974 0.39973 -0.8 0.2 0.7
H 9.27982 1.03771 -3.44318 -0.4 0.2 0.3
H 10.52547 -0.02161 -2.98996 -0.4 -0.8 0.2
H 10.54196 1.41260 -2.23508 -0.6 0.6 0.3
H 8.32932 0.88108 -0.92994 0.4 0.4 0.3
H 9.65412 -0.28939 -0.64453 -0.2 -0.1 0.2
H 8.28239 -1.83552 -2.28530 0.5 0.0 0.0
H 7.29096 -0.48948 -2.60940 -0.3 0.1 0.1
H 6.12596 -1.98685 -1.05779 0.0 -0.2 0.0
H 6.41882 -0.50734 -0.23214 0.1 0.0 0.4
H 9.02734 -0.73744 1.65295 0.0 0.4 0.2
H 8.69009 -2.01275 2.78941 -0.1 0.2 0.5
H 6.20542 -1.03295 3.07216 -0.2 0.0 -0.9
H 6.78949 0.26420 1.88273 -0.6 -0.1 0.2
H 8.51403 0.67516 3.88261 0.1 -0.2 -0.2
H 7.31435 -0.15395 4.86298 0.3 -0.6 -0.2
H 5.59475 1.43427 4.37727 0.0 -0.1 0.1
H 6.56006 2.31514 3.24496 0.3 -0.1 -0.2
H 7.06066 2.25001 4.93647 -0.1 0.0 0.0
H 5.52620 -2.86479 1.99249 0.0 0.5 -0.5
H 6.70774 -4.02584 2.29109 0.2 -0.4 -0.1
H 6.18112 -5.22442 0.05485 0.4 -0.1 0.3
H 5.16189 -3.97857 -0.45748 -0.1 0.6 0.2
H 4.55584 -5.83145 1.91917 0.4 0.1 0.1
H 3.98315 -5.89455 0.29758 -0.3 0.0 -0.1
H 2.16117 -4.75762 1.41530 0.3 -0.1 0.8
H 3.05902 -3.45335 0.77136 0.0 0.1 -0.3
H 3.37078 -3.73820 2.41561 -0.5 -0.4 0.4
H 9.68548 -2.74735 -0.35242 0.1 -0.4 -0.5
H 8.33528 -4.00706 -0.65996 0.8 -0.4 -0.4
H 8.89471 -5.00858 1.73703 -0.6 0.5 -0.1
H 9.93770 -3.57406 2.02734 -0.3 0.1 0.1
H 10.44984 -5.87665 0.15844 -0.1 -0.5 0.3
H 11.08393 -5.73481 1.85254 -0.5 -0.3 -0.1
H 12.01062 -3.87184 -0.36967 0.1 0.0 -0.1
H 12.80316 -5.42097 0.01799 -0.4 -0.2 -0.3
H 12.77847 -4.21786 1.19560 -0.3 0.4 0.1
C 3.12236 -6.47395 -4.27605 0.4 -0.1 -0.1
C 2.56986 -7.89936 -4.30094 4.3 1.2 0.6
C 1.19492 -8.00112 -3.92110 -2.7 -0.5 0.0
C 0.85194 -7.41651 -2.50769 0.7 0.1 -0.9
P -0.85692 -7.41378 -2.08719 -2.5 -0.6 -0.1
C -1.17204 -6.22243 -0.72841 1.3 0.5 0.8
C -0.17479 -6.18586 0.49427 -0.6 -0.2 -0.3
C -0.64765 -5.15363 1.57631 -0.6 0.2 0.2
C -0.48918 -3.64997 1.23063 0.9 -0.5 0.1
C -1.35215 -9.14943 -1.68431 -0.2 0.6 0.5
C -2.83269 -9.32681 -1.26409 0.0 1.7 -0.7
C -3.42095 -10.71842 -1.26486 0.2 -1.7 0.5
C -3.23617 -11.55216 -2.57405 0.5 1.3 0.2
C -1.83605 -6.92764 -3.56126 0.4 -0.1 0.6
C -1.47857 -5.59150 -4.23803 -0.4 -0.4 -0.1
C -2.21410 -5.49960 -5.57259 -0.1 0.8 -0.1
C -3.72462 -5.20795 -5.45596 0.5 -0.4 0.7
H 2.75507 -5.93185 -5.14744 -0.3 0.4 0.4
H 4.20520 -6.47873 -4.40071 0.1 -0.2 0.0
H 2.95453 -5.97474 -3.32173 -0.3 0.3 -0.3
H 3.14487 -8.45124 -3.55737 0.4 -0.3 0.0
H 2.91017 -8.23222 -5.28150 -0.9 -0.8 0.0
H 0.96571 -9.06674 -3.92434 -0.5 -0.1 0.2
H 0.64644 -7.57486 -4.76109 -0.8 0.3 0.4
H 1.07278 -6.35880 -2.36420 0.5 0.2 -0.4
H 1.43229 -7.95214 -1.75642 -0.1 -0.1 0.2
H -2.18740 -6.26328 -0.33410 -0.2 -0.1 -0.4
H -0.98826 -5.23615 -1.15454 -0.6 0.1 -0.6
H 0.82379 -5.93830 0.13419 0.1 0.4 -0.1
H -0.05406 -7.21800 0.82322 -0.2 0.1 0.8
H -0.13480 -5.22447 2.53551 0.8 -0.6 -0.2
H -1.65345 -5.33963 1.95298 -0.4 -0.3 -0.8
H -0.85901 -3.26909 0.27865 -0.2 -0.4 0.0
H 0.59194 -3.52018 1.28012 0.1 0.6 -0.5
H -0.86263 -3.00094 2.02272 -0.4 -0.2 0.0
H -0.74071 -9.30836 -0.79607 0.3 -0.6 0.0
H -1.06298 -9.82864 -2.48628 0.3 0.2 -0.1
H -3.45625 -8.67261 -1.87344 -0.1 -0.1 -0.5
H -2.86737 -8.77234 -0.32630 -0.5 -0.7 0.6
H -4.45627 -10.72875 -0.92412 0.0 0.4 -0.2
H -2.89057 -11.28074 -0.49635 0.0 -0.1 0.3
H -2.22812 -11.96266 -2.51543 0.0 -0.1 -0.4
H -3.29192 -10.84797 -3.40418 0.2 -0.1 -0.3
H -3.91781 -12.35895 -2.84338 -0.2 0.1 0.7
H -2.90788 -6.99610 -3.37525 0.0 0.4 0.7
H -1.73923 -7.81282 -4.18990 0.6 0.1 -0.6
H -0.41428 -5.40452 -4.38096 0.2 -0.5 -0.1
H -1.75998 -4.72838 -3.63477 -0.3 -0.2 0.3
H -2.02516 -6.36645 -6.20581 0.0 -0.2 0.1
H -1.74867 -4.64597 -6.06532 -0.1 0.0 -0.4
H -4.22526 -5.78987 -4.68212 0.0 -0.5 -0.1
H -4.23335 -5.39860 -6.40092 -0.1 0.4 0.1
H -3.84884 -4.20500 -5.04760 -0.1 0.3 -0.6
C -2.81293 2.51706 9.69237 -0.5 -0.4 -1.0
C -3.33931 1.87287 8.33393 0.9 0.4 0.9
C -2.67767 2.43158 7.05213 -0.4 0.1 0.6
C -2.74621 1.54512 5.78261 -0.8 0.4 1.3
P -1.49005 1.81263 4.58057 1.1 -0.1 -0.6
C -2.13260 1.12706 3.05860 0.1 0.1 -0.2
C -2.44188 -0.40226 3.10356 -0.4 -0.2 0.6
C -3.71838 -0.88754 2.31505 1.4 0.1 0.2
C -5.01244 -0.39429 2.88482 -0.5 1.1 0.9
C -1.01599 3.60555 4.33207 -0.7 -1.8 0.3
C -2.08996 4.64217 3.91626 0.8 -1.2 0.7
C -1.37740 6.00161 3.79030 -2.0 -0.1 0.2
C -0.43256 6.06308 2.67135 1.8 -0.6 -1.5
C 0.00945 0.83156 5.02663 0.6 0.7 1.0
C 0.74408 1.24201 6.33408 -0.1 0.2 0.4
C 0.35288 0.40397 7.57513 -1.0 0.1 -1.7
C 1.13699 0.57431 8.81823 1.0 0.4 0.2
H -1.73479 2.66698 9.74919 0.2 -0.2 -0.4
H -3.05146 1.79916 10.47712 -0.2 0.3 0.2
H -3.25939 3.48811 9.90648 -0.2 -0.1 0.0
H -4.42073 2.00291 8.29251 0.0 -0.3 0.0
H -3.08840 0.81819 8.44699 -0.3 -0.2 -0.3
H -1.66212 2.67863 7.36152 0.2 0.1 -0.4
H -3.23463 3.33649 6.80917 0.4 0.4 0.0
H -3.66696 1.80034 5.25802 -0.2 -0.2 0.0
H -2.78862 0.48574 6.03563 0.1 -0.1 -0.1
H -1.41031 1.37005 2.27927 0.2 -0.2 -0.1
H -2.94016 1.82938 2.85202 -0.7 -0.4 -0.1
H -2.49300 -0.79548 4.11888 -0.6 0.5 0.5
H -1.48543 -0.87210 2.87434 -0.1 -0.3 -1.1
H -3.80408 -1.97394 2.29303 0.7 -0.1 -0.3
H -3.54098 -0.48226 1.31887 -0.5 -0.4 -0.3
H -5.15673 -0.56865 3.95106 0.6 -0.2 0.4
H -5.93726 -0.82826 2.50473 0.3 0.1 -0.8
H -5.01893 0.69194 2.79446 -0.5 0.1 -0.2
H -0.29465 3.45848 3.52824 0.4 0.3 0.1
H -0.53769 3.79747 5.29254 0.3 0.6 -0.1
H -2.94386 4.62010 4.59336 0.2 0.4 0.4
H -2.53813 4.22354 3.01515 0.1 0.6 -0.6
H -0.89348 6.27064 4.72921 -0.2 0.1 0.1
H -2.16304 6.71621 3.54489 -0.1 0.3 0.5
H -0.85325 5.64572 1.75651 -0.3 0.1 -0.2
H 0.44939 5.44181 2.82723 0.2 0.0 0.2
H -0.03798 7.05060 2.43220 -0.2 0.2 0.2
H 0.81622 0.96266 4.30549 -0.7 -0.3 -0.8
H -0.28115 -0.20929 5.16913 -0.1 -0.1 -0.6
H 0.60693 2.32119 6.40224 0.0 0.1 0.8
H 1.81894 1.14399 6.18187 0.1 -0.2 -0.1
H 0.39469 -0.63087 7.23534 0.1 -0.3 0.0
H -0.70493 0.56543 7.78267 -0.2 0.1 0.1
H 1.16867 1.63117 9.08310 -0.4 -0.1 0.6
H 2.18864 0.33132 8.66633 0.1 -0.3 -0.1
H 0.75334 -0.09453 9.58866 0.0 0.4 0.2
N -7.22602 0.47036 -2.26875 3.4 -2.6 6.5
S -7.72717 1.64538 -2.95429 -5.9 4.5 -10.0
O -6.89917 2.19731 -4.02146 0.0 0.0 2.0
O -8.67860 2.41871 -2.23605 0.4 1.6 1.3
F -8.84170 0.92331 -3.91286 0.7 -0.7 0.0
S -6.74393 1.37188 -0.83466 3.4 -3.5 4.5
O -7.12268 0.77020 0.47449 -0.2 1.9 -4.0
O -6.42886 2.78560 -0.93002 -1.1 -0.8 0.1
F -5.21026 0.82193 -0.93177 -0.6 -0.1 -0.1
N 1.33265 -1.09219 -3.68171 2.2 -3.6 3.8
S 1.83504 -2.72668 -3.33044 -0.6 -2.0 4.2
O 2.67795 -3.42365 -4.26773 -1.6 0.9 0.6
O 0.83320 -3.48249 -2.49112 2.3 2.2 -2.9
F 2.88280 -2.30618 -2.22770 0.1 0.4 0.1
S 0.86620 -1.39337 -5.06968 -4.5 2.0 -9.0
O -0.37264 -2.12342 -5.28114 1.2 -0.7 1.4
O 1.85932 -1.57510 -6.08638 0.1 0.0 1.0
F 0.26657 0.06892 -5.39646 0.6 0.3 0.6
N -5.88323 -3.65469 -1.36891 -3.4 -4.8 -6.2
S -5.96428 -5.33925 -1.26143 -5.0 -6.3 -4.4
O -6.93064 -6.04877 -0.41364 2.4 2.6 0.1
O -4.76008 -6.06726 -1.57254 0.1 1.4 0.4
F -6.84680 -5.58893 -2.63198 1.2 1.3 0.3
S -5.27141 -3.58321 -0.07446 6.3 8.5 10.5
O -3.85394 -3.87474 0.04049 -0.9 -1.6 -0.1
O -6.08976 -3.59161 1.09225 -0.1 -1.6 -0.1
F -5.05005 -1.93714 -0.14015 -0.3 0.2 -0.7
N -7.03607 4.76930 3.93399 1.8 -5.1 -0.9
S -6.13403 3.35346 4.30723 -1.0 -5.1 -0.4
O -6.40161 2.71047 5.63745 1.2 2.5 -3.8
O -4.82894 3.18078 3.66569 -1.3 1.4 1.3
F -6.99454 2.48596 3.30252 -0.2 0.0 0.2
S -6.70213 5.43849 5.23451 1.4 6.7 5.2
O -5.27914 5.68406 5.49040 -1.2 -0.9 -0.9
O -7.47573 5.20897 6.39598 -0.5 -0.6 -0.2
F -7.23101 6.84138 4.70524 -0.1 0.8 0.0
N 2.77053 1.34969 0.52241 2.9 -7.7 -4.0
S 2.98471 -0.18725 1.25089 1.2 -5.3 -3.4
O 1.90850 -0.71014 2.07946 1.8 1.7 -0.9
O 4.37099 -0.64550 1.45133 -2.7 1.8 0.2
F 2.70308 -0.92967 -0.20516 0.0 0.8 1.3
S 2.50794 2.03345 1.76238 -3.3 9.7 6.3
O 3.48166 2.00580 2.83580 -1.5 -1.3 -0.7
O 1.06677 2.13302 1.93279 1.3 -0.4 1.5
F 2.82396 3.47629 1.14720 0.1 0.6 0.1
N 1.63664 3.63981 -3.09628 -0.1 3.2 5.0
S 1.20864 3.92383 -4.50388 -0.9 -1.8 -11.2
O 2.10623 4.77757 -5.28883 -1.6 -0.5 2.2
O -0.18569 3.84955 -4.91410 1.5 1.1 1.8
F 1.65688 2.47448 -5.00063 0.5 -0.5 0.1
S 1.22947 5.13415 -2.42620 -2.4 3.8 4.5
O -0.22495 5.44170 -2.33419 3.1 -1.5 -1.2
O 2.07302 6.32157 -2.49191 -0.5 -2.5 -1.3
F 1.54134 4.68377 -0.94193 0.2 -0.9 0.1
```
Forces are in eV/Å.

Computed properties:
Maximum force, eV/A: 14.89
Kohn-Sham gap, Eh: 0.28966
E_HOMO, eV: -12.3
Charge: +2
2S+1: 1
E, eV: -339479.5340